# C38H42N3O4PSSbW

C38H42N3O4PSSbW as an isolated structure (wB97M-V/def2-TZVPD, the Open Molecules 2025 dataset).

Output
2S+1	3
total charge	+3
expectation value of S²	2.02
E	-2984.5137	a.u.
relative energy (zero: lowest compared OMol25 entry of this formula, charge and spin)	0.304	eV
Kohn-Sham gap (spin up / spin down)	0.24956 / 0.22510	Eh
highest occupied orbital energy (spin up / spin down)	-16.14 / -16.27	eV

Structure (XYZ):
```
91
Properties=species:S:1:pos:R:3:forces:R:3
W -0.08563 -0.04250 0.16972 -0.204 0.390 0.256
O 2.18509 -0.05353 3.72823 0.066 -0.016 -0.095
C 1.73326 -0.17170 2.52046 -0.089 0.044 0.334
O 0.55150 0.07866 2.20949 0.105 0.041 0.015
C 2.65755 -0.59292 1.46737 0.055 -0.111 -0.150
C 3.97606 -0.97757 1.57888 -0.036 0.032 0.099
C 4.63483 -1.38227 0.41593 0.013 -0.025 -0.094
C 3.95316 -1.41546 -0.79222 0.000 -0.007 0.034
C 2.61941 -1.03138 -0.80389 -0.017 0.006 -0.025
N 2.01011 -0.61500 0.29232 -0.108 -0.075 0.054
C 1.68177 -1.07443 -1.98322 -0.157 -0.097 -0.088
O 1.99475 -1.42391 -3.07574 0.058 0.062 0.026
O 0.44999 -0.69914 -1.60919 0.106 -0.013 -0.136
H 1.48918 0.19441 4.36283 0.007 0.009 -0.010
H 4.46784 -0.97287 2.54239 0.014 -0.006 -0.007
H 5.67092 -1.69125 0.46150 0.002 0.002 0.018
H 4.41505 -1.74970 -1.71227 0.009 -0.002 0.000
C -3.66367 -0.97087 -0.72820 -0.004 -0.035 -0.032
P -2.36733 0.27588 -0.87046 -0.012 -0.293 -0.247
C -2.40673 0.95084 -2.53568 -0.001 0.078 0.030
C -2.59251 1.52564 0.38692 0.105 -0.095 0.017
C -2.26653 1.06025 1.67384 0.014 -0.066 -0.066
C -2.14348 1.96547 2.72439 -0.017 0.095 0.062
C -2.34439 3.31530 2.48885 0.014 -0.060 0.050
C -2.67196 3.77046 1.21134 -0.027 -0.035 -0.093
C -2.78119 2.88362 0.15209 0.007 0.106 0.064
H -3.73636 -1.32987 0.29955 0.012 -0.002 -0.005
H -3.42678 -1.80752 -1.38819 -0.027 -0.016 0.025
H -4.62226 -0.54050 -1.02179 0.016 0.027 -0.012
H -3.39959 1.32988 -2.78116 -0.007 -0.016 0.015
H -2.15099 0.14693 -3.22768 0.001 0.008 -0.009
H -1.66759 1.74546 -2.63584 -0.003 -0.007 -0.007
H -2.25423 -0.01275 1.87694 -0.026 0.072 0.049
H -1.94064 1.61277 3.72776 0.009 -0.009 -0.011
H -2.27717 4.02059 3.30669 0.001 0.009 -0.005
H -2.84979 4.82480 1.04560 -0.002 0.005 0.009
H -3.01593 3.24612 -0.84027 -0.001 0.011 0.000
C 3.99338 2.66420 1.44819 -0.005 -0.048 0.002
N 2.58592 2.83045 1.06834 0.049 0.068 0.061
C 1.69626 3.30484 2.13869 -0.020 -0.004 0.015
C 2.12919 2.63383 -0.17342 -0.094 -0.078 -0.105
S 0.40639 2.32598 -0.39997 0.097 0.093 0.066
N 2.91342 2.74669 -1.23418 0.039 0.031 -0.016
C 4.08632 3.63810 -1.27064 0.030 0.032 -0.014
C 2.51837 2.26917 -2.56388 -0.030 -0.050 -0.052
H 4.02183 2.13684 2.40248 -0.001 0.008 0.004
H 4.50579 3.61680 1.57590 -0.006 0.008 0.001
H 4.51733 2.06870 0.70534 -0.017 0.000 0.004
H 2.32019 3.70968 2.93188 0.005 0.006 -0.002
H 1.07223 2.50461 2.53823 0.014 0.029 -0.010
H 1.04408 4.09434 1.77372 0.002 -0.010 -0.007
H 4.05574 4.34553 -0.44920 -0.017 -0.002 0.004
H 4.03641 4.19917 -2.20200 -0.010 -0.004 -0.002
H 5.02246 3.08203 -1.25482 -0.007 -0.011 -0.001
H 1.78903 1.46953 -2.49315 0.012 0.036 0.012
H 3.40951 1.90545 -3.07328 0.005 -0.001 0.005
H 2.08967 3.08567 -3.14574 0.010 0.014 0.008
C 3.33949 -4.23483 3.04182 -0.015 0.000 -0.008
C 3.13072 -4.39585 1.67615 -0.020 0.001 -0.021
C 1.94154 -3.97004 1.09806 0.043 -0.007 0.065
C 0.95767 -3.38830 1.89593 -0.172 0.004 -0.065
C 1.15749 -3.24005 3.26607 0.066 -0.031 -0.016
C 2.35352 -3.66402 3.83618 -0.022 0.008 0.022
Sb -0.78546 -2.66650 0.93394 0.089 -0.120 -0.114
C -1.09609 -4.03416 -0.62458 -0.013 0.105 0.134
C -1.16204 -5.39292 -0.31998 -0.020 0.021 -0.024
C -1.37614 -6.30768 -1.34080 0.004 0.007 0.034
C -1.51784 -5.86737 -2.65086 0.001 -0.002 0.009
C -1.44141 -4.51408 -2.95028 0.004 0.018 -0.034
C -1.23014 -3.58866 -1.93744 0.025 -0.064 -0.007
C -2.37638 -2.84772 2.29638 0.135 0.010 -0.024
C -3.42396 -3.72347 2.02987 -0.003 0.030 0.016
C -4.47114 -3.82774 2.93689 0.001 -0.018 -0.022
C -4.46737 -3.06777 4.09788 -0.016 -0.001 0.006
C -3.41928 -2.19597 4.36397 0.035 0.030 -0.001
C -2.37170 -2.07969 3.46162 -0.045 -0.063 -0.004
H 4.25721 -4.58771 3.49367 0.004 -0.004 -0.001
H 3.88153 -4.88213 1.06611 0.010 -0.002 0.005
H 1.76709 -4.13433 0.03903 0.018 -0.002 -0.002
H 0.37013 -2.84579 3.90040 0.017 0.001 0.007
H 2.50186 -3.57919 4.90502 0.005 0.000 0.001
H -1.04623 -5.73986 0.70066 -0.004 -0.029 -0.003
H -1.43120 -7.36322 -1.11152 0.000 -0.006 -0.011
H -1.68236 -6.58460 -3.44346 -0.003 -0.003 -0.003
H -1.53757 -4.18001 -3.97472 -0.001 -0.004 -0.004
H -1.14096 -2.53630 -2.18230 -0.003 -0.007 0.000
H -3.42784 -4.32415 1.12795 -0.018 -0.011 0.002
H -5.28714 -4.50926 2.73766 -0.003 -0.002 0.003
H -5.28297 -3.15724 4.80247 -0.003 -0.003 0.001
H -3.41951 -1.61339 5.27571 0.000 0.000 0.005
H -1.54964 -1.40166 3.67649 -0.029 0.011 0.010
```
Forces are in eV/Å.


# C38H42N8P2ReS2

C38H42N8P2ReS2 as an isolated structure (wB97M-V/def2-TZVPD, the Open Molecules 2025 dataset).

Output
2S+1	2
total charge	+4
expectation value of S²	0.79
E	-3467.2239	a.u.
relative energy (zero: lowest compared OMol25 entry of this formula, charge and spin)	1.557	eV
Kohn-Sham gap (spin up / spin down)	0.22553 / 0.21134	Eh
highest occupied orbital energy (spin up / spin down)	-17.92 / -17.91	eV

Structure (XYZ):
```
93
Properties=species:S:1:pos:R:3:forces:R:3
Re -1.40224 -0.13163 0.59897 0.085 -0.660 0.308
C -0.16440 -3.97215 -1.37693 -0.007 -0.048 -0.016
C -0.88877 -2.86009 -0.69460 0.016 -0.006 0.123
N -0.37619 -1.70060 -0.40788 -0.172 0.350 -0.382
N 0.97365 -1.49565 -0.67167 -0.006 -0.304 0.624
C 1.63125 -0.81519 0.27273 -0.255 0.144 0.249
N 3.77319 -1.07848 -1.09525 -0.290 -0.405 0.314
S 0.75481 -0.37161 1.64566 0.722 -0.172 -0.398
C -2.24108 -2.98374 -0.19789 -0.090 0.040 -0.091
C -3.01788 -4.12758 -0.30930 0.079 0.000 -0.065
C -4.28555 -4.14147 0.24632 -0.102 0.075 0.060
C -4.74286 -2.99193 0.87482 0.057 -0.154 -0.093
C -3.91931 -1.88398 0.94572 -0.054 0.089 0.098
N -2.67504 -1.86798 0.44366 0.177 0.308 0.100
H 0.52334 -3.63092 -2.15353 -0.010 0.027 0.012
H -0.87245 -4.62392 -1.88283 0.015 -0.015 0.007
H 0.38019 -4.58684 -0.65348 0.002 0.027 0.002
H 1.43980 -2.25766 -1.15301 -0.047 0.115 -0.209
H 4.57394 -0.48780 -1.41090 0.131 0.030 -0.150
H 4.14218 -1.97236 -0.75820 -0.048 -0.033 0.020
H -2.63742 -5.00232 -0.81714 -0.008 0.005 0.009
H -4.90632 -5.02576 0.18372 0.016 0.003 0.000
H -5.72983 -2.94698 1.31513 0.008 0.006 0.002
H -4.26489 -0.98118 1.42800 0.059 -0.008 -0.020
C 0.01934 0.63457 -3.90804 0.046 -0.015 0.050
C 1.34287 0.17691 -3.24016 -0.188 0.080 -0.061
P 2.36258 1.53061 -2.41516 0.180 -0.058 -0.071
C 2.74500 1.10136 -0.64433 -0.149 -0.009 0.056
C 2.99916 2.20011 0.14072 0.044 -0.039 0.002
C 3.61474 2.13428 1.40378 0.004 -0.001 0.031
C 4.09834 0.89135 1.89483 0.026 0.020 -0.018
C 3.87719 -0.25460 1.21848 -0.002 0.013 -0.041
C 3.03712 -0.27290 -0.02773 -0.060 0.073 -0.041
C 4.02874 1.15597 -3.11951 -0.049 -0.017 -0.032
C 4.14819 1.02598 -4.50389 0.005 0.005 0.119
C 5.39027 0.80842 -5.08709 0.036 -0.002 -0.006
C 6.53022 0.71722 -4.30070 0.005 -0.015 -0.074
C 6.43047 0.87312 -2.92628 0.024 0.029 0.093
C 5.19065 1.09940 -2.33554 0.118 0.201 -0.246
C -1.30842 0.34156 -3.17558 0.246 -0.175 0.030
P -1.49808 1.02076 -1.49766 -0.654 0.491 0.038
C -3.23861 0.77917 -0.97428 0.061 0.314 -0.291
C -3.67573 1.49146 0.15520 0.035 0.161 0.067
C -5.00273 1.40949 0.59290 -0.072 -0.037 -0.014
C -5.91511 0.66982 -0.12909 0.041 -0.008 0.012
C -5.50006 -0.03652 -1.27033 0.016 -0.009 0.039
C -4.18475 -0.00447 -1.66895 0.234 -0.210 -0.137
C -1.32802 2.83226 -1.65268 0.198 -0.108 0.109
C -0.19693 3.51755 -1.19492 -0.060 -0.146 -0.045
C -0.09320 4.89372 -1.34001 -0.036 -0.018 -0.052
C -1.11508 5.59718 -1.96422 0.035 0.033 0.011
C -2.23042 4.92500 -2.44718 -0.044 0.021 -0.043
C -2.33965 3.55205 -2.29556 -0.089 -0.169 0.089
H -0.06328 0.09433 -4.85214 -0.014 0.081 -0.049
H 0.06112 1.69209 -4.17535 0.036 0.030 0.096
H 1.99568 -0.20204 -4.02829 -0.023 -0.024 0.006
H 1.11971 -0.65756 -2.58455 0.069 0.028 -0.105
H 2.80411 3.18062 -0.28549 -0.010 -0.025 0.031
H 3.81473 3.04431 1.95414 0.010 -0.029 -0.012
H 4.67809 0.86470 2.80932 -0.009 0.014 -0.013
H 4.25885 -1.20568 1.57799 -0.054 0.019 0.016
H 3.22052 -1.20810 -1.94845 0.075 0.003 -0.031
H 3.27990 1.11933 -5.14664 0.016 0.003 -0.011
H 5.46669 0.72184 -6.16308 0.002 -0.005 0.009
H 7.49454 0.54764 -4.76040 -0.005 0.010 0.008
H 7.32050 0.84406 -2.31035 -0.004 -0.004 -0.013
H 5.15707 1.30843 -1.26963 0.039 0.098 0.028
H -1.49192 -0.73586 -3.10972 0.063 -0.019 -0.020
H -2.11791 0.76391 -3.77618 -0.060 0.016 0.039
H -3.06544 2.26881 0.60098 0.044 -0.118 -0.036
H -5.31515 1.98184 1.45671 -0.029 0.002 -0.024
H -6.95817 0.65298 0.16191 0.020 0.003 0.014
H -6.22493 -0.59213 -1.85218 0.012 0.009 0.010
H -3.88245 -0.55700 -2.55158 -0.042 0.019 0.002
H 0.63518 2.95779 -0.78956 0.002 0.011 0.144
H 0.78868 5.42032 -0.99677 0.001 -0.040 0.001
H -1.03601 6.66939 -2.08986 -0.008 -0.016 0.011
H -3.01716 5.47646 -2.94496 -0.004 -0.028 -0.005
H -3.22026 3.04093 -2.66629 -0.048 0.031 -0.020
C -0.15532 4.51464 3.16194 0.040 0.009 -0.060
C -0.77828 3.25029 3.61202 0.016 -0.075 -0.099
N -1.18934 2.96891 4.79911 0.024 0.132 0.104
N -1.69413 1.70862 4.73151 -0.085 -0.174 0.057
C -1.62459 1.18128 3.51770 0.050 0.314 0.230
S -2.22118 -0.27981 2.92327 -0.220 -0.274 -0.103
N -1.02932 2.14647 2.78538 0.118 0.235 -0.035
N -0.73950 1.99597 1.41866 -0.232 0.089 -0.076
H -0.10048 5.19372 4.00981 -0.005 -0.011 0.011
H -0.74505 4.99360 2.37695 -0.004 -0.013 0.009
H 0.85814 4.34592 2.78966 -0.019 0.000 0.007
H -2.08623 1.28634 5.56381 0.000 -0.008 0.002
H -1.10392 2.81235 0.91858 -0.050 -0.051 -0.084
H 0.27639 2.04285 1.32180 0.060 -0.060 -0.119
```
Forces are in eV/Å.


# C38H43BFN16O3Sc

C38H43BFN16O3Sc as an isolated structure (wB97M-V/def2-TZVPD, the Open Molecules 2025 dataset).

Output
2S+1	2
total charge	+1
expectation value of S²	0.79
E	-3461.2237	a.u.
relative energy (zero: lowest compared OMol25 entry of this formula, charge and spin)	0.000	eV
Kohn-Sham gap (spin up / spin down)	0.26339 / 0.15276	Eh
highest occupied orbital energy (spin up / spin down)	-11.03 / -11.03	eV

Structure (XYZ):
```
103
Properties=species:S:1:pos:R:3:forces:R:3
Sc -0.24570 0.29123 -0.07473 -0.074 0.022 -0.093
C -2.87526 0.76246 -2.73381 0.008 0.003 0.010
C -3.30939 0.26793 -1.39404 -0.026 -0.009 0.016
C -4.57906 -0.19882 -1.03694 0.002 0.010 0.002
C -4.50498 -0.44357 0.31567 -0.013 0.020 0.004
N -3.27299 -0.12040 0.73885 0.026 -0.044 -0.008
N -2.51904 0.28166 -0.31815 0.033 0.015 0.009
B -2.65537 -0.18690 2.15810 -0.019 0.025 -0.032
N -1.86387 1.14355 2.39575 0.030 0.002 0.016
C -2.09960 2.03177 3.37463 0.000 -0.011 0.011
C -1.42315 3.19534 3.08263 -0.029 0.018 -0.018
C -0.78954 2.95389 1.85897 0.049 -0.014 0.028
C -0.04028 3.94344 1.02687 0.036 -0.012 0.014
N -1.03235 1.69708 1.47399 -0.063 0.024 -0.033
N -1.71392 -1.42083 2.17290 0.017 0.026 0.100
C -1.80888 -2.58000 2.83937 0.003 -0.035 -0.011
C -0.95721 -3.49078 2.25182 -0.041 -0.023 -0.031
C -0.37480 -2.81047 1.18076 0.057 0.017 0.023
C 0.54674 -3.39044 0.15572 0.072 0.007 0.072
N -0.81636 -1.54709 1.15578 -0.037 -0.002 -0.116
N -3.72680 -0.26166 3.22285 0.102 0.018 0.063
C -4.87938 0.45316 3.30041 -0.071 -0.040 -0.044
C -5.33829 0.37853 4.58749 0.014 0.023 0.004
C -4.36815 -0.38742 5.27134 0.009 0.005 0.010
C -4.35944 -0.80470 6.70585 0.009 0.008 -0.001
N -3.39441 -0.74420 4.45314 -0.051 -0.049 -0.005
H -3.68495 0.63520 -3.44948 0.000 0.000 -0.001
H -2.61889 1.82144 -2.68426 0.002 -0.004 -0.003
H -2.00540 0.22257 -3.10308 0.011 -0.015 -0.003
H -5.43156 -0.32534 -1.68091 -0.002 -0.001 0.000
H -5.24543 -0.82120 0.99926 -0.001 0.000 0.005
H -2.73914 1.78439 4.20567 -0.004 -0.008 0.000
H -1.41684 4.10896 3.65130 -0.001 0.003 0.000
H 0.53285 4.61786 1.66261 -0.003 0.009 -0.003
H 0.62614 3.47082 0.31165 0.004 -0.017 0.010
H -0.74654 4.54054 0.44795 -0.001 0.004 0.012
H -2.47041 -2.66576 3.68239 0.004 0.015 -0.002
H -0.79822 -4.51634 2.53670 -0.003 0.001 0.002
H 1.19890 -4.13184 0.61723 -0.002 -0.005 0.001
H -0.03159 -3.88947 -0.62333 -0.002 0.006 0.004
H 1.15979 -2.63581 -0.33124 0.009 0.001 0.019
H -5.28131 0.97663 2.44921 0.007 -0.010 -0.016
H -6.24106 0.80864 4.98614 0.003 0.007 0.001
H -5.07046 -0.21574 7.28231 0.005 0.005 0.005
H -4.63305 -1.85566 6.80621 -0.015 0.003 0.000
H -3.36801 -0.67605 7.13817 0.002 -0.008 -0.005
C 1.31979 1.61215 -7.14815 -0.021 -0.006 0.010
C 2.71144 1.48968 -6.53914 -0.016 -0.013 -0.028
C 3.50152 0.42041 -7.27197 0.012 -0.007 0.003
C 4.81352 0.12255 -6.57060 -0.002 0.007 -0.003
C 4.53026 -0.32034 -5.17556 -0.027 0.033 -0.009
C 5.28308 -1.28025 -4.54924 0.008 -0.024 0.029
C 4.98471 -1.64139 -3.24130 0.019 -0.002 -0.023
F 5.70193 -2.58130 -2.66118 0.001 0.007 0.001
C 3.96017 -1.04272 -2.50614 -0.005 0.006 0.004
C 3.19810 -0.07248 -3.10339 -0.015 -0.013 0.004
C 2.09600 0.54877 -2.34618 -0.034 0.008 0.007
O 1.87837 0.20982 -1.18029 0.043 -0.029 0.032
C 1.33526 1.54562 -3.06158 -0.010 0.001 -0.017
C 1.64148 1.80143 -4.35245 0.001 0.012 -0.015
N 2.62804 1.17068 -5.06597 0.018 0.019 0.019
C 3.43808 0.28082 -4.46379 0.013 -0.006 -0.002
C 0.19544 2.34509 -2.44299 0.040 0.016 -0.009
O -0.20214 3.31878 -3.04675 -0.019 -0.022 -0.004
O -0.23602 1.89607 -1.32293 0.039 -0.043 0.021
H 1.43756 1.65264 -8.23033 0.005 0.001 -0.002
H 0.78406 2.51112 -6.85340 0.004 0.007 0.002
H 0.72836 0.72902 -6.90331 0.012 0.008 -0.005
H 3.24096 2.44678 -6.58767 -0.002 0.002 0.009
H 3.68180 0.78072 -8.28380 0.004 0.008 0.000
H 2.89567 -0.48473 -7.32859 0.003 0.019 -0.013
H 5.43978 1.02203 -6.53244 0.005 -0.003 0.002
H 5.38537 -0.64223 -7.09365 -0.001 -0.002 0.000
H 6.10118 -1.76961 -5.06025 0.002 0.001 0.000
H 3.76615 -1.35082 -1.48824 0.007 -0.007 -0.003
H 1.07096 2.55581 -4.87097 0.000 0.003 -0.005
N 1.49561 -1.50699 -5.57234 -0.036 -0.025 0.005
C 0.70970 -1.84476 -4.78645 0.016 -0.040 0.032
N -0.19158 -2.26805 -3.92814 0.017 0.005 -0.013
C -0.24857 -1.67588 -2.79021 -0.041 0.012 0.013
N -0.34272 -1.17094 -1.74326 -0.055 0.087 -0.055
C 2.52185 -0.93481 1.55271 0.013 -0.001 -0.031
N 1.60136 0.23628 1.67712 0.008 0.007 0.075
C 1.07922 0.19479 3.08922 0.016 0.012 0.015
N 2.14616 0.21413 4.07308 -0.004 0.002 -0.001
C 3.01931 -0.93720 3.86236 -0.003 0.002 0.002
N 3.60454 -0.91945 2.51779 -0.012 -0.005 -0.002
C 4.36314 0.32149 2.35939 0.005 0.001 0.001
N 3.51886 1.50005 2.55108 -0.012 0.001 0.003
C 2.44321 1.46623 1.57803 0.017 -0.003 -0.018
C 2.93093 1.43406 3.89395 0.001 0.001 0.001
H 2.93754 -0.93495 0.54666 -0.002 0.002 0.000
H 1.93419 -1.83640 1.70704 -0.038 -0.043 -0.015
H 0.48785 -0.71251 3.21035 -0.001 -0.007 -0.017
H 0.44532 1.06349 3.24889 -0.001 0.002 0.000
H 2.44082 -1.85432 3.98768 0.002 -0.002 0.000
H 3.82138 -0.92231 4.60103 -0.001 -0.001 0.002
H 4.79496 0.35237 1.35568 0.001 -0.002 0.000
H 5.17396 0.33998 3.08835 0.001 -0.001 -0.003
H 2.86664 1.51457 0.57348 -0.008 -0.001 -0.006
H 1.79922 2.32745 1.74055 -0.024 0.029 -0.007
H 2.28464 2.30106 4.04341 0.002 0.001 -0.001
H 3.73134 1.45988 4.63406 0.000 -0.001 0.001
```
Forces are in eV/Å.